{"formula": "C19H27BNO2PTc", "method": "the ωB97M-V functional and the def2-TZVPD basis", "largest_force_ev_per_a": 4.537, "charge": 2, "energy_ev": -37870.1014, "s_squared": 3.78, "molar_mass_da": 441.22, "gap_ev": [6.2, 4.4], "multiplicity": 4, "elements": ["C", "C", "C", "C", "C", "C", "C", "C", "N", "Tc", "C", "P", "H", "H", "H", "H", "H", "H", "H", "H", "C", "C", "H", "C", "C", "H", "H", "H", "H", "H", "H", "H", "H", "H", "H", "H", "H", "H", "H", "O", "B", "O", "C", "C", "C", "C", "C", "C", "H", "H", "H", "H"], "coordinates": [[-2.84528, 0.10225, -3.83544], [-2.53873, -1.02391, -3.07468], [-1.67930, -0.97553, -1.94736], [-1.23296, 0.30282, -1.48988], [-1.43539, 1.39010, -2.35705], [-2.29653, 1.32354, -3.46129], [-1.47460, -2.27823, -1.22328], [-0.21689, -3.26210, -1.26237], [1.10686, -3.01086, -1.78489], [-0.51337, 1.13340, 0.49581], [-0.77162, 2.70173, -2.02999], [0.73748, 2.27536, -0.95104], [-2.99353, -1.97662, -3.36335], [-2.52063, 2.24333, -4.00654], [-3.50528, 0.03719, -4.70334], [-1.41681, 3.37435, -1.43836], [-0.44841, 3.23709, -2.93492], [-1.72526, -2.10691, -0.16606], [-2.29186, -2.92428, -1.58490], [-0.07644, -3.54591, -0.20659], [1.27075, 3.85700, -0.23366], [1.93697, 2.03951, -2.31754], [-0.59171, -4.15637, -1.77624], [1.28636, -2.15313, -2.93556], [2.16133, -2.91543, -0.77876], [0.26428, 2.07349, 1.64552], [1.70711, -2.71841, -3.76835], [0.33589, -1.71437, -3.24685], [2.01336, -1.36850, -2.68348], [2.78009, -3.81436, -0.75859], [2.81994, -2.07716, -1.02494], [1.73446, -2.77419, 0.21941], [2.14710, 2.95895, -2.88547], [2.88706, 1.68711, -1.91013], [1.59063, 1.29542, -3.04252], [1.46412, 4.64280, -0.97254], [0.50751, 4.18567, 0.47750], [2.19743, 3.65492, 0.31638], [0.63358, 1.32018, 1.75549], [0.35808, -1.58404, 2.26318], [-0.45344, -0.57385, 1.61904], [-1.78872, -0.64100, 2.19115], [-1.67861, -1.43692, 3.26940], [-2.48343, -1.31988, 4.39027], [-1.94984, -1.72909, 5.61363], [-0.71137, -2.36280, 5.66738], [0.06661, -2.56273, 4.51576], [-0.39167, -2.02887, 3.32163], [-3.46763, -0.86480, 4.32137], [-2.53524, -1.58183, 6.52479], [-0.35240, -2.73358, 6.63133], [1.01032, -3.09515, 4.58090]], "forces_ev_per_a": [[0.002, 0.377, 0.278], [0.543, -0.194, 0.190], [-0.460, 0.574, -0.474], [0.878, -0.097, 0.237], [-0.741, 0.129, -0.013], [0.298, -0.066, -0.071], [-0.844, -0.103, 0.068], [-0.512, -0.984, 0.808], [-0.391, 2.432, 1.227], [-3.453, -2.634, -1.313], [0.105, -0.015, 1.208], [0.763, 2.482, -3.215], [0.294, 0.244, 0.106], [0.104, -0.360, -0.014], [0.180, -0.039, 0.358], [0.038, -0.082, -0.342], [0.093, -0.035, 0.419], [0.468, -0.115, -0.125], [0.382, 0.151, 0.255], [0.005, -0.166, -0.592], [0.217, -0.235, 0.417], [0.572, -0.956, 0.152], [0.160, 0.033, -0.141], [0.008, 0.036, -0.481], [0.490, -0.037, 0.089], [0.540, 1.296, 0.475], [0.017, -0.162, -0.114], [0.067, -0.177, 0.032], [-0.291, -0.244, -0.129], [-0.076, -0.203, -0.090], [-0.094, -0.260, 0.055], [-0.014, -0.076, -0.228], [-0.390, -0.032, 0.562], [0.047, 0.021, -0.065], [-0.135, 0.035, 0.256], [-0.132, -0.296, 0.012], [0.169, 0.124, -0.087], [-0.097, 0.217, 0.012], [0.324, -0.413, 0.572], [-0.491, 1.713, -2.049], [0.015, -2.886, 2.035], [1.624, 1.529, -2.984], [1.456, -0.755, 2.103], [-0.099, -0.099, 0.278], [-0.558, -0.281, -0.295], [0.210, -0.496, -0.218], [0.050, -0.278, 0.304], [-1.813, 0.936, 1.262], [0.233, 0.100, 0.031], [0.245, -0.097, -0.333], [-0.023, 0.144, -0.421], [0.019, 0.302, -0.009]], "lowdin_spin": [0.026, 0.012, 0.031, 0.062, 0.030, 0.008, 0.043, 0.064, 0.603, 1.739, 0.016, -0.002, 0.001, 0.000, 0.001, 0.003, 0.001, 0.005, 0.000, 0.001, -0.004, 0.001, 0.034, 0.067, 0.060, 0.027, 0.030, 0.007, 0.014, 0.027, 0.010, 0.011, -0.001, 0.000, 0.000, -0.001, 0.001, 0.000, 0.009, 0.011, 0.005, 0.027, 0.001, 0.004, 0.001, 0.008, -0.001, 0.010, 0.000, 0.000, 0.000, 0.000]}